No. 1
{
  "formula": "C8H16O",
  "method": "ωB97M-V with the def2-TZVPD basis set",
  "energy_ev": -10600.72694,
  "smiles": "CO[C@]1(C)C[C@@H](C)[C@@H]1C",
  "e_above_lowest_kj_mol": 218.5,
  "homo_ev": -8.76,
  "homo_lumo_gap_ev": 9.761,
  "elements": ["C", "O", "C", "C", "C", "C", "C", "C", "C", "H", "H", "H", "H", "H", "H", "H", "H", "H", "H", "H", "H", "H", "H", "H", "H"],
  "positions_angstrom": [[1.608, 1.877, 1.279], [0.249, 1.780, 0.996], [-0.408, 0.328, 0.551], [-1.792, 0.450, 1.162], [0.362, -0.945, 0.849], [0.129, -1.367, -0.591], [-0.806, -2.512, -0.879], [-0.351, 0.360, -0.924], [0.678, 1.027, -1.790], [2.259, 1.795, 0.396], [1.999, 1.117, 1.977], [1.814, 2.854, 1.733], [-2.470, -0.313, 0.783], [-1.728, 0.370, 2.245], [-2.188, 1.432, 0.917], [1.400, -0.837, 1.148], [-0.148, -1.572, 1.578], [1.057, -1.465, -1.152], [-0.334, -3.460, -0.610], [-1.046, -2.563, -1.941], [-1.728, -2.425, -0.307], [-1.341, 0.451, -1.371], [1.691, 0.801, -1.465], [0.570, 0.711, -2.828], [0.524, 2.106, -1.759]],
  "forces_ev_per_a": [[0.69, -0.42, 0.00], [-1.26, -1.90, 0.13], [1.62, 4.24, 2.07], [0.46, 0.04, -0.13], [-0.54, 0.29, 0.22], [-0.07, 2.00, -1.84], [0.02, 0.14, 0.03], [-0.30, -4.52, -0.85], [0.01, 0.34, 0.43], [-0.14, 0.08, -0.10], [-0.31, 0.06, 0.08], [-0.24, -0.10, -0.06], [0.01, -0.12, -0.06], [0.01, -0.07, 0.04], [-0.07, 0.03, -0.08], [0.07, 0.12, -0.12], [0.03, -0.05, 0.16], [0.06, -0.19, -0.01], [-0.02, -0.01, 0.07], [-0.08, 0.03, 0.01], [-0.13, -0.02, -0.02], [-0.08, 0.00, -0.03], [0.12, 0.07, -0.02], [-0.05, -0.13, 0.06], [0.19, 0.08, 0.01]]
}

---

No. 2
{
  "formula": "C8H16O2S2",
  "method": "ωB97M-V with the def2-TZVPD basis set",
  "energy_ev": -34317.59138,
  "homo_ev": [-5.67, -8.55],
  "multiplicity": 3,
  "homo_lumo_gap_ev": [6.337, 7.138],
  "elements": ["C", "C", "C", "C", "C", "C", "C", "C", "O", "O", "S", "S", "H", "H", "H", "H", "H", "H", "H", "H", "H", "H", "H", "H", "H", "H", "H", "H"],
  "positions_angstrom": [[0.093, 2.006, -1.042], [-0.112, 0.502, -1.297], [-0.853, 2.536, 0.020], [-0.015, -0.336, -0.060], [1.778, -1.999, -0.570], [1.341, -1.343, 1.810], [-2.803, -0.770, -0.383], [1.350, -0.853, 0.359], [-1.819, 0.853, 1.900], [2.318, 0.172, 0.201], [-1.339, -1.177, 0.608], [-0.578, 1.639, 1.621], [1.121, 2.174, -0.721], [-0.058, 2.548, -1.980], [-1.079, 0.367, -1.782], [0.668, 0.185, -1.995], [-0.663, 3.592, 0.207], [-1.899, 2.395, -0.246], [2.754, -2.361, -0.262], [1.854, -1.643, -1.594], [1.055, -2.808, -0.521], [0.759, -2.255, 1.904], [2.363, -1.543, 2.126], [0.907, -0.586, 2.461], [-3.035, 0.282, -0.269], [-3.603, -1.364, 0.047], [-2.652, -1.049, -1.421], [2.148, 0.837, 0.878]],
  "forces_ev_per_a": [[-0.05, -0.26, 0.02], [0.22, 0.14, 0.09], [0.34, -0.24, 0.45], [0.11, -0.81, -1.23], [0.06, 0.38, 0.18], [0.09, 0.08, -0.20], [0.68, -0.02, 0.27], [-0.57, -0.57, 0.12], [-0.09, 1.42, 0.71], [0.33, 0.33, -0.05], [-0.35, -2.49, -0.92], [-0.47, 2.10, 0.53], [0.04, 0.07, -0.11], [0.03, 0.04, 0.09], [0.03, -0.03, -0.07], [-0.05, -0.04, -0.13], [-0.11, 0.06, 0.11], [-0.11, -0.03, 0.12], [0.16, -0.10, 0.03], [0.00, 0.01, -0.13], [-0.08, -0.06, 0.01], [-0.06, -0.09, 0.08], [0.08, -0.03, 0.00], [0.01, 0.01, 0.16], [-0.14, 0.17, -0.09], [-0.06, -0.05, 0.03], [-0.11, 0.03, -0.07], [0.06, -0.02, 0.02]]
}

---

No. 3
{
  "formula": "C8H16O3",
  "method": "ωB97M-V with the def2-TZVPD basis set",
  "energy_ev": -14696.76631,
  "smiles": "COCCCCCCOC=O",
  "e_above_lowest_kj_mol": 142.2,
  "homo_ev": -9.65,
  "homo_lumo_gap_ev": 10.532,
  "elements": ["C", "O", "C", "C", "C", "C", "C", "C", "O", "C", "O", "H", "H", "H", "H", "H", "H", "H", "H", "H", "H", "H", "H", "H", "H", "H", "H"],
  "positions_angstrom": [[2.803, -2.036, -0.058], [3.069, -0.951, -0.918], [3.007, 0.323, -0.321], [1.845, 0.569, 0.622], [0.473, 0.334, -0.017], [-0.543, 1.431, 0.321], [-1.751, 1.398, -0.635], [-2.928, 0.637, -0.085], [-2.524, -0.691, 0.299], [-3.541, -1.584, 0.188], [-3.918, -2.303, 1.107], [3.294, -2.909, -0.468], [3.188, -1.886, 0.946], [1.737, -2.242, -0.030], [3.945, 0.575, 0.177], [2.903, 1.027, -1.142], [1.916, 1.615, 0.911], [1.955, 0.007, 1.543], [0.563, 0.224, -1.091], [0.066, -0.586, 0.385], [-0.067, 2.401, 0.253], [-0.918, 1.241, 1.321], [-2.093, 2.413, -0.823], [-1.468, 0.980, -1.594], [-3.692, 0.563, -0.858], [-3.350, 1.133, 0.782], [-3.972, -1.684, -0.817]],
  "forces_ev_per_a": [[0.09, -0.06, -0.26], [0.03, -0.10, -0.12], [-0.16, 0.31, 0.04], [-0.14, 0.17, -0.20], [-0.02, 0.09, 0.75], [-0.23, -0.60, -0.83], [0.18, 0.18, 0.46], [0.24, -0.09, -0.61], [-0.68, -0.23, 0.21], [-0.50, -1.80, 2.20], [1.05, 1.62, -2.01], [0.13, -0.14, -0.16], [0.05, 0.11, 0.26], [-0.25, -0.02, 0.24], [0.24, -0.17, 0.20], [0.06, 0.06, -0.29], [0.12, 0.22, 0.09], [0.00, -0.20, 0.19], [0.10, -0.01, -0.29], [-0.10, -0.38, -0.27], [0.09, 0.25, 0.19], [0.11, 0.37, 0.42], [-0.13, 0.17, -0.07], [0.11, -0.11, -0.24], [-0.27, 0.00, -0.05], [-0.10, 0.03, 0.26], [-0.04, 0.34, -0.09]]
}

---

No. 4
{
  "formula": "C8H17AlBrN2O",
  "method": "ωB97M-V with the def2-TZVPD basis set",
  "energy_ev": -90243.35631,
  "charge": -1,
  "homo_ev": -5.16,
  "homo_lumo_gap_ev": 8.059,
  "elements": ["O", "Al", "Br", "H", "H", "H", "C", "C", "C", "C", "N", "H", "H", "H", "H", "H", "H", "H", "C", "C", "C", "C", "N", "H", "H", "H", "H", "H", "H", "H"],
  "positions_angstrom": [[1.356, 0.437, 0.507], [-0.362, 0.264, 0.203], [-1.204, 2.528, 0.245], [1.694, 1.318, 0.323], [-0.665, -0.268, -1.293], [-1.083, -0.574, 1.374], [-2.235, 2.071, -3.330], [-2.322, 1.349, -4.664], [-3.676, 0.684, -4.919], [-4.021, -0.425, -4.022], [-4.302, -1.328, -3.370], [-2.243, 1.384, -2.484], [-1.311, 2.644, -3.259], [-3.069, 2.768, -3.213], [-1.526, 0.607, -4.755], [-2.184, 2.062, -5.483], [-3.716, 0.285, -5.936], [-4.470, 1.432, -4.841], [1.902, -1.514, 3.091], [3.384, -1.571, 3.418], [3.682, -1.735, 4.912], [3.239, -0.611, 5.745], [2.893, 0.256, 6.414], [1.426, -0.631, 3.521], [1.752, -1.440, 2.017], [1.381, -2.399, 3.467], [3.887, -0.676, 3.045], [3.847, -2.424, 2.915], [4.755, -1.858, 5.082], [3.191, -2.636, 5.292]],
  "forces_ev_per_a": [[0.32, 0.17, 0.04], [-0.21, -0.10, -0.11], [-0.05, 0.13, 0.02], [-0.03, -0.16, 0.03], [-0.04, 0.00, 0.02], [0.06, 0.00, -0.05], [-0.03, -0.01, 0.03], [0.04, 0.01, -0.07], [-0.18, -0.04, -0.06], [0.14, -0.03, 0.01], [-0.03, 0.10, -0.05], [-0.01, -0.02, -0.03], [0.00, -0.03, 0.04], [0.02, 0.00, 0.02], [-0.02, -0.01, 0.05], [0.05, -0.01, 0.01], [-0.01, 0.02, 0.03], [0.02, -0.04, 0.02], [-0.06, 0.04, 0.00], [0.06, 0.02, 0.00], [0.05, -0.01, 0.11], [-0.10, -0.01, -0.04], [0.08, -0.06, -0.05], [0.03, -0.03, 0.03], [-0.03, 0.01, 0.02], [0.01, -0.01, -0.01], [-0.03, 0.00, 0.00], [-0.01, 0.02, -0.02], [-0.03, 0.00, -0.01], [0.00, 0.04, 0.00]]
}